C5H10N2O | ωB97M-V/def2-TZVPD

Computed properties:
LUMO (eV): 0.812
ΔE to the lowest compared entry with this formula, charge and spin (kcal/mol): 127.0
SMILES string: C=NN(C)C1COC1
Kohn-Sham gap (hartree): 0.3278

Structure (XYZ):
```
18
Properties=species:S:1:pos:R:3:lowdin_charge:R:1
C -1.18 0.31 -2.31 -0.022
N -1.08 -0.10 -1.06 -0.012
N 0.04 -0.41 -0.55 -0.233
C 1.26 -0.72 -1.30 -0.042
C 0.15 -0.14 0.84 -0.226
C -0.97 -0.43 1.88 -0.210
O -0.59 0.62 2.71 -0.129
C 0.34 1.20 1.76 -0.074
H -0.27 0.33 -3.00 0.066
H -1.90 0.87 -2.74 0.002
H 1.65 0.25 -1.60 0.091
H 2.06 -1.01 -0.77 0.037
H 1.12 -1.46 -2.14 0.118
H 0.96 -0.80 1.17 0.128
H -1.02 -1.52 2.24 0.143
H -1.87 -0.26 1.27 0.103
H 1.49 1.17 2.15 0.156
H -0.17 2.11 1.44 0.105
```

---

C5H10N2O | ωB97M-V/def2-TZVPD

Computed properties:
LUMO (eV): 0.832
ΔE to the lowest compared entry with this formula, charge and spin (kcal/mol): 57.9
SMILES string: Cc1c[nH]cn1.CO
Kohn-Sham gap (hartree): 0.3411

Structure (XYZ):
```
18
Properties=species:S:1:pos:R:3:lowdin_charge:R:1
C -1.27 2.43 0.28 -0.044
C -0.82 0.94 0.77 -0.287
C -1.84 -0.03 0.87 -0.113
N -1.26 -1.27 1.07 0.073
C 0.11 -0.99 0.94 -0.180
N 0.42 0.31 0.96 0.079
H -0.52 3.03 -0.25 0.046
H -1.48 2.93 1.24 0.053
H -2.26 2.38 -0.37 0.100
H -2.93 0.16 0.90 0.120
H -1.71 -2.09 1.12 0.085
H 0.82 -1.79 0.93 0.108
C 1.83 -1.09 -2.40 -0.198
O 2.38 -0.25 -1.43 -0.177
H 2.00 -2.20 -2.18 0.090
H 0.73 -1.02 -2.24 0.080
H 2.31 -0.78 -3.29 0.060
H 1.76 0.55 -1.29 0.105
```

---

C5H10N2O | ωB97M-V/def2-TZVPD

Computed properties:
LUMO (eV): 0.469
ΔE to the lowest compared entry with this formula, charge and spin (kcal/mol): 93.6
SMILES string: CN=C=N.C=COC
Kohn-Sham gap (hartree): 0.3268

Structure (XYZ):
```
18
Properties=species:S:1:pos:R:3:lowdin_charge:R:1
C -1.46 0.96 1.19 -0.106
N -1.11 -0.21 0.49 -0.033
C -1.73 -1.00 -0.20 -0.294
N -1.88 -2.16 -0.53 0.167
H -0.47 1.12 1.80 0.110
H -1.60 1.76 0.40 0.101
H -2.27 0.84 1.89 0.069
H -2.47 -2.62 -1.17 0.041
C 1.11 1.69 -1.53 0.003
C 1.16 0.44 -1.00 -0.255
O 1.63 0.21 0.28 -0.185
C 1.63 -1.15 0.72 -0.077
H 1.40 2.54 -0.90 0.054
H 0.61 2.06 -2.43 0.042
H 0.62 -0.35 -1.51 0.097
H 2.51 -1.07 1.32 0.084
H 1.69 -1.86 -0.10 0.088
H 0.63 -1.20 1.28 0.096
```

---

C5H10N2O | ωB97M-V/def2-TZVPD

Computed properties:
LUMO (eV): 0.786
ΔE to the lowest compared entry with this formula, charge and spin (kcal/mol): 170.1
SMILES string: C/C(=N/O)N1CCC1
Kohn-Sham gap (hartree): 0.3628

Structure (XYZ):
```
18
Properties=species:S:1:pos:R:3:lowdin_charge:R:1
C -0.66 1.67 0.08 -0.063
C -1.19 0.32 0.29 -0.458
N -2.48 0.07 0.13 0.063
O -3.03 -1.23 -0.19 -0.062
N -0.31 -0.69 0.13 -0.126
C 0.97 -0.71 1.02 -0.117
C 2.06 -0.63 -0.23 -0.041
C 0.59 -0.23 -0.96 -0.173
H 0.03 1.60 -0.84 0.065
H -1.43 2.44 -0.24 0.110
H -0.09 2.08 0.99 0.107
H -2.28 -1.78 0.12 0.065
H 0.99 0.27 1.57 0.092
H 0.74 -1.49 1.86 0.129
H 2.60 -1.55 -0.56 0.087
H 2.72 0.33 -0.10 0.112
H 0.47 0.73 -1.43 0.050
H 0.27 -1.18 -1.64 0.161
```

---

C5H10N2O | ωB97M-V/def2-TZVPD

Computed properties:
LUMO (eV): 0.656
ΔE to the lowest compared entry with this formula, charge and spin (kcal/mol): 66.3
SMILES string: C=CN=C.NCC=O
Kohn-Sham gap (hartree): 0.3572

Structure (XYZ):
```
18
Properties=species:S:1:pos:R:3:lowdin_charge:R:1
C 2.01 0.57 0.80 -0.009
C 1.26 1.45 0.07 -0.265
N 0.94 2.73 0.55 -0.019
C 0.08 2.78 1.52 -0.036
H 2.30 0.79 1.82 0.045
H 2.43 -0.30 0.28 0.048
H 0.87 1.19 -0.92 0.088
H -0.21 3.74 1.97 0.068
H -0.35 1.86 1.94 0.075
N -1.72 -2.55 0.62 -0.009
C -0.64 -2.29 -0.44 -0.219
C -1.14 -1.30 -1.44 -0.267
O -0.44 -0.48 -2.01 0.021
H -1.45 -3.47 1.05 0.076
H -1.60 -1.87 1.36 0.048
H -0.56 -3.24 -1.01 0.124
H 0.36 -1.98 -0.08 0.108
H -2.24 -1.33 -1.60 0.124
```

---

C5H10N2O | ωB97M-V/def2-TZVPD

Computed properties:
LUMO (eV): 0.832
ΔE to the lowest compared entry with this formula, charge and spin (kcal/mol): 139.8
SMILES string: C[C@@H]1CCOC=NN1
Kohn-Sham gap (hartree): 0.3459

Structure (XYZ):
```
18
Properties=species:S:1:pos:R:3:lowdin_charge:R:1
C -1.13 1.31 0.98 -0.152
C -0.50 0.82 -0.26 -0.471
C -1.00 -0.68 -0.83 -0.053
C 0.39 -1.46 -1.04 -0.178
O 1.01 -2.16 0.14 -0.108
C 1.73 -1.16 0.83 -0.250
N 1.47 0.06 0.84 0.022
N 0.91 1.02 -0.11 -0.072
H -0.58 2.26 1.24 0.061
H -1.22 0.76 2.00 0.100
H -2.19 1.91 0.79 0.121
H -0.79 1.70 -1.07 0.165
H -1.78 -1.15 -0.07 0.135
H -1.48 -0.18 -1.91 0.168
H 0.13 -2.25 -1.71 0.092
H 1.11 -0.97 -1.57 0.079
H 2.59 -1.81 1.44 0.174
H 1.32 1.97 0.29 0.168
```

---

C5H10N2O | ωB97M-V/def2-TZVPD

Computed properties:
LUMO (eV): 0.864
ΔE to the lowest compared entry with this formula, charge and spin (kcal/mol): 109.6
SMILES string: C/C=[NH+]/[O-].CC#CN
Kohn-Sham gap (hartree): 0.3219

Structure (XYZ):
```
18
Properties=species:S:1:pos:R:3:lowdin_charge:R:1
C -0.88 2.15 -0.52 -0.067
C -1.28 0.72 -0.55 -0.137
N -1.73 0.12 0.51 -0.160
O -2.04 -1.11 0.55 -0.156
H 0.09 2.28 -1.01 0.072
H -0.79 2.51 0.51 0.081
H -1.60 2.77 -1.05 0.078
H -1.43 0.23 -1.50 0.136
H -1.52 0.57 1.41 0.175
C 2.30 0.20 -0.18 -0.133
C 1.20 -0.75 0.01 -0.117
C 0.61 -1.73 0.41 -0.184
N 0.03 -2.87 0.85 0.051
H 2.20 1.05 0.48 0.068
H 2.33 0.56 -1.22 0.064
H 3.26 -0.28 0.04 0.075
H 0.21 -3.66 0.24 0.092
H -0.96 -2.75 1.04 0.063
```

---

C5H10N2O | ωB97M-V/def2-TZVPD

Computed properties:
LUMO (eV): 0.906
ΔE to the lowest compared entry with this formula, charge and spin (kcal/mol): 106.4
SMILES string: CC1=C(C)ON(N)C1
Kohn-Sham gap (hartree): 0.3176

Structure (XYZ):
```
18
Properties=species:S:1:pos:R:3:lowdin_charge:R:1
C 1.89 0.94 0.39 -0.077
C 0.59 0.39 0.34 -0.263
C 0.24 -0.90 0.30 -0.334
C 0.97 -2.03 -0.24 -0.016
O -1.12 -1.06 0.28 -0.045
N -1.89 0.22 0.39 -0.186
N -2.81 0.53 -0.57 0.021
C -0.75 1.18 0.40 -0.105
H 2.59 0.31 0.79 0.044
H 1.85 1.93 0.99 0.119
H 2.31 1.32 -0.53 0.082
H 0.84 -2.24 -1.36 0.124
H 0.85 -2.87 0.31 0.037
H 2.09 -1.68 -0.21 0.120
H -3.65 -0.09 -0.56 0.101
H -2.48 0.28 -1.54 0.107
H -0.71 1.87 1.35 0.138
H -0.80 1.89 -0.52 0.133
```

---

C5H10N2O | ωB97M-V/def2-TZVPD

Computed properties:
LUMO (eV): 0.966
ΔE to the lowest compared entry with this formula, charge and spin (kcal/mol): 128.3
SMILES string: N[C@]12COC[C@]1(N)C2
Kohn-Sham gap (hartree): 0.3368

Structure (XYZ):
```
18
Properties=species:S:1:pos:R:3:lowdin_charge:R:1
N 1.94 0.26 -0.53 0.055
C 0.73 0.47 0.47 -0.238
C 0.54 -0.94 1.11 -0.149
O -0.11 -1.64 0.01 -0.166
C -0.54 -0.81 -1.11 -0.146
C -0.80 0.46 -0.36 -0.300
N -2.03 0.35 0.37 0.067
C 0.09 1.83 0.08 0.057
H 1.81 -0.74 -0.76 0.063
H 2.73 0.37 0.03 0.033
H 0.06 -0.95 2.12 0.122
H 1.55 -1.36 1.32 0.117
H 0.15 -0.74 -1.86 0.079
H -1.43 -1.21 -1.55 0.116
H -2.05 -0.59 0.73 0.065
H -2.76 0.42 -0.31 0.075
H -0.52 2.34 0.77 0.066
H 0.66 2.52 -0.53 0.084
```

---

C5H10N2O | ωB97M-V/def2-TZVPD

Computed properties:
LUMO (eV): 0.706
ΔE to the lowest compared entry with this formula, charge and spin (kcal/mol): 23.0
SMILES string: [H]/N=C(\C)C(N)=O.C=C
Kohn-Sham gap (hartree): 0.3829

Structure (XYZ):
```
18
Properties=species:S:1:pos:R:3:lowdin_charge:R:1
H -1.43 -0.36 1.39 0.066
N -1.45 0.12 0.50 0.151
C -0.54 0.97 0.32 -0.344
C 0.56 1.35 1.25 -0.022
C -0.56 1.72 -1.00 -0.516
N -1.45 1.21 -1.87 0.164
O 0.16 2.67 -1.23 0.058
H 0.23 1.30 2.28 0.082
H 0.93 2.34 1.01 0.078
H 1.38 0.64 1.13 0.076
H -2.04 0.47 -1.55 0.082
H -1.60 1.65 -2.76 0.113
C 1.49 -2.01 -0.12 -0.086
C 0.44 -2.68 0.31 -0.083
H 2.47 -2.17 0.29 0.047
H 1.42 -1.28 -0.92 0.049
H 0.51 -3.42 1.10 0.049
H -0.54 -2.53 -0.11 0.036
```

---

C5H10N2O | ωB97M-V/def2-TZVPD

Computed properties:
LUMO (eV): 0.307
ΔE to the lowest compared entry with this formula, charge and spin (kcal/mol): 93.2
Kohn-Sham gap (hartree): 0.3069

Structure (XYZ):
```
18
Properties=species:S:1:pos:R:3:lowdin_charge:R:1
C 2.53 0.30 0.37 -0.104
C -2.45 -0.04 0.62 0.014
C 0.11 -1.38 -0.50 -0.033
C -1.32 0.72 0.02 -0.309
C -0.04 0.10 -0.32 -0.411
O -1.39 1.93 -0.32 0.052
N 0.76 1.05 -1.09 -0.012
N 1.21 0.91 0.23 -0.109
H -0.20 1.96 -0.99 0.164
H 2.96 0.01 -0.59 0.076
H 2.44 -0.59 1.00 0.073
H 3.17 1.01 0.90 0.075
H -3.38 0.50 0.48 0.093
H -2.55 -1.04 0.19 0.084
H -2.27 -0.16 1.69 0.106
H -0.72 -1.79 -1.07 0.078
H 1.01 -1.59 -1.07 0.079
H 0.14 -1.91 0.45 0.084
```

---

C5H10N2O | ωB97M-V/def2-TZVPD

Computed properties:
LUMO (eV): 0.969
ΔE to the lowest compared entry with this formula, charge and spin (kcal/mol): 98.5
SMILES string: N[C@]12CNC[C@]1(O)C2
Kohn-Sham gap (hartree): 0.3054

Structure (XYZ):
```
18
Properties=species:S:1:pos:R:3:lowdin_charge:R:1
N -1.75 -0.34 0.31 0.054
C -0.70 0.27 -0.44 -0.361
C 0.12 -0.88 -1.08 -0.147
N 1.06 -1.32 -0.02 -0.044
C 0.77 -0.43 1.15 -0.164
C 0.56 0.87 0.46 -0.360
O 1.68 1.19 -0.34 -0.010
C -0.51 1.74 -0.13 0.018
H -2.45 -0.71 -0.32 0.086
H -2.27 0.41 0.77 0.083
H -0.48 -1.75 -1.40 0.107
H 0.67 -0.64 -2.02 0.115
H 0.91 -2.28 0.28 0.107
H 1.59 -0.38 1.84 0.107
H -0.15 -0.69 1.66 0.101
H 2.26 0.43 -0.28 0.083
H -1.33 2.21 0.42 0.112
H 0.03 2.30 -0.87 0.113
```

---

C5H10N2O | ωB97M-V/def2-TZVPD

Computed properties:
LUMO (eV): 0.905
ΔE to the lowest compared entry with this formula, charge and spin (kcal/mol): 57.4
Kohn-Sham gap (hartree): 0.3237

Structure (XYZ):
```
18
Properties=species:S:1:pos:R:3:lowdin_charge:R:1
C 2.26 1.01 -0.15 -0.056
C 1.15 -1.21 0.44 -0.064
C -0.20 0.86 0.08 -0.374
C -2.09 0.08 -0.57 -0.198
C 1.00 0.26 0.16 -0.287
N -2.84 -1.02 -0.66 0.064
O -0.34 2.19 -0.15 0.041
N -1.41 0.20 0.58 0.041
H -1.24 2.33 -0.47 0.088
H -2.89 -1.72 0.07 0.098
H -3.48 -1.11 -1.42 0.077
H -1.30 -0.61 1.20 0.119
H 2.81 0.51 -0.95 0.079
H 2.04 2.03 -0.45 0.071
H 2.14 -1.43 0.83 0.077
H 0.45 -1.60 1.19 0.060
H 1.01 -1.79 -0.47 0.082
H 2.92 1.04 0.73 0.081
```